Record 1
65
Properties=species:S:1:pos:R:3 method="wB97M-V/def2-TZVPD" total_charge=+1 relative_energy_kj_mol=160.19 multiplicity=3 e_tot_ev=-109454.62203 orbital_gap_ev="8.44 / 8.46"
V 0.24039 -0.17512 -0.44980
N -1.25098 0.33655 1.15897
C -2.38782 -0.52154 1.04526
C -3.51249 -0.46107 1.83136
C -4.53986 -1.40154 1.65438
C -4.43182 -2.39654 0.71781
C -3.31197 -2.45686 -0.13858
C -3.13375 -3.39373 -1.18015
C -2.04809 -3.26313 -2.01054
C -1.12767 -2.22105 -1.80993
N -1.23262 -1.38111 -0.80666
C -2.29360 -1.48240 0.02277
H -1.54061 1.29266 1.38187
H -0.64507 0.00327 1.91540
H -3.61135 0.29994 2.58986
H -5.42266 -1.33993 2.27137
H -5.21761 -3.12389 0.58701
H -3.86107 -4.18268 -1.31073
H -1.89404 -3.94789 -2.82992
H -0.30355 -2.07947 -2.49698
O -0.54466 0.70908 -2.21719
S 0.74313 0.39823 -2.89954
O 0.61879 -0.15301 -4.20383
O 1.49362 -0.42217 -1.92513
C 1.61688 1.94724 -2.92857
C 2.38349 2.35290 -4.00255
C 3.08928 3.54563 -3.91543
C 3.02674 4.29763 -2.75301
C 2.25054 3.88323 -1.68129
C 1.52427 2.69693 -1.76164
P 0.38618 2.17181 -0.42449
C -1.07094 3.20593 -0.77792
C -1.85992 3.69566 0.26413
C -2.88798 4.58385 0.00239
C -3.14636 4.99145 -1.29606
C -2.38224 4.48911 -2.33556
C -1.35319 3.59953 -2.08353
C 1.06605 2.97277 1.07355
C 1.01270 4.36148 1.20991
C 1.57394 4.97132 2.31576
C 2.18420 4.21055 3.30041
C 2.21841 2.83131 3.18350
C 1.66076 2.21078 2.07665
H 2.40957 1.74226 -4.89096
H 3.68595 3.88375 -4.74813
H 3.58822 5.21663 -2.66846
H 2.22225 4.47765 -0.78219
H -1.63430 3.42689 1.28971
H -3.47969 4.97578 0.81372
H -3.93700 5.69783 -1.49419
H -2.58017 4.80458 -3.34686
H -0.76405 3.21109 -2.90140
H 0.52059 4.97256 0.46596
H 1.53523 6.04554 2.40400
H 2.62327 4.69402 4.15876
H 2.67898 2.23750 3.95680
H 1.67945 1.13184 1.98567
F 4.31510 -0.74838 0.83003
C 3.35604 -0.75059 -0.08967
F 3.90840 -1.03039 -1.25763
F 2.89582 0.53362 -0.13980
S 1.99166 -1.91175 0.53124
O 1.32524 -2.59023 -0.53336
O 2.61928 -2.68921 1.53616
O 1.09802 -0.85801 1.09962

---

Record 2
118
Properties=species:S:1:pos:R:3 method="wB97M-V/def2-TZVPD" e_tot_ev=-88541.82021 orbital_gap_ev=9.19 smiles="CCCCCCCCCC[C@@H](C#N)[C@](C#N)(COC(F)(F)F)PP(=O)(O)O.COCCOC.COCCOC.COCCOC.COCCOC"
C -3.55651 -0.42383 -1.77579
C -3.66784 -2.04405 -1.58890
C -2.67321 -2.56914 -0.42984
C -1.14024 -2.73135 -0.89871
C -0.34308 -3.94628 -0.20775
C -0.12569 -3.79408 1.39306
C -0.29018 -2.29201 1.94116
C 0.40776 -2.02363 3.38097
C -0.37729 -0.85611 4.16301
C 0.27985 0.62832 3.94860
C -0.03206 1.21252 2.48548
C -1.04414 2.47498 2.65242
N -1.71832 3.45719 2.88786
C 1.21994 1.54503 1.54428
C 0.78305 1.11019 0.03486
N 0.33789 0.79972 -1.05256
C 2.58530 0.75192 1.84593
O 3.23680 0.48638 0.56170
C 3.65781 -0.87883 0.53904
F 4.28033 -1.07932 -0.73975
F 2.54157 -1.79368 0.62933
F 4.56412 -1.21474 1.58150
P 1.67837 3.40333 1.41416
P 0.74865 4.25307 -0.40785
O 1.65583 3.92311 -1.61862
O -0.86833 3.75763 -0.62636
O 0.69834 5.96503 -0.15029
H -2.45037 -0.06924 -1.77639
H -4.10415 0.14455 -0.94034
H -4.03258 -0.10953 -2.78511
H -4.75823 -2.22272 -1.23381
H -3.45212 -2.54994 -2.59349
H -2.69486 -1.76005 0.40036
H -3.00684 -3.56332 0.05297
H -0.53243 -1.74889 -0.80057
H -1.15383 -2.95375 -2.04175
H -0.87848 -4.93801 -0.47683
H 0.71618 -4.03724 -0.67272
H -0.96413 -4.41666 1.90197
H 0.88967 -4.25498 1.66578
H -1.42733 -2.11981 2.10788
H 0.09371 -1.47265 1.23630
H 1.54365 -1.89378 3.32139
H 0.23247 -2.99870 3.99300
H -1.48453 -0.78833 3.86813
H -0.29350 -1.10915 5.29491
H 1.37011 0.67497 4.29192
H -0.30544 1.30086 4.69710
H -0.67046 0.41419 1.93319
H 3.28704 1.49621 2.40023
H 2.49094 -0.15894 2.52900
H 1.12663 4.16563 2.50133
H -0.87056 3.32431 -1.52705
H -0.08837 6.06750 0.45639
C -1.72937 -7.31918 -2.06579
O -1.40380 -6.16209 -2.82394
C -0.33489 -6.39832 -3.74014
C -0.85489 -6.57741 -5.16309
O -1.60485 -7.78507 -5.29215
C -3.00635 -7.54982 -5.30321
H -2.66846 -7.13118 -1.54198
H -1.85636 -8.19862 -2.70281
H -0.94608 -7.51004 -1.32459
H 0.26346 -7.26143 -3.42915
H 0.30965 -5.51397 -3.71039
H 0.00027 -6.66110 -5.84081
H -1.44900 -5.71181 -5.47602
H -3.29901 -7.09782 -6.25639
H -3.31693 -6.90641 -4.47655
H -3.51384 -8.51228 -5.20447
C 4.33782 -3.54273 -2.47314
O 4.29322 -4.89985 -2.89538
C 4.41317 -5.03149 -4.31134
C 5.81863 -5.47177 -4.70935
O 6.77680 -4.44826 -4.44224
C 7.52840 -4.70844 -3.26464
H 4.44391 -3.52599 -1.38749
H 5.18416 -3.00862 -2.91347
H 3.40322 -3.03975 -2.74220
H 4.13624 -4.09953 -4.81587
H 3.70236 -5.80500 -4.61944
H 5.83761 -5.65008 -5.78893
H 6.09385 -6.40659 -4.20883
H 8.23706 -5.52231 -3.44922
H 6.88432 -4.96177 -2.41922
H 8.09208 -3.80664 -3.01445
C 1.02484 6.14514 7.69313
O 1.35745 7.29140 6.92165
C 2.40794 7.03277 5.99098
C 1.86319 6.85232 4.57744
O 1.09232 5.65477 4.46838
C -0.30749 5.91107 4.47739
H 0.09713 6.35197 8.22942
H 0.87402 5.26327 7.06446
H 1.81590 5.94696 8.42375
H 2.99772 6.16240 6.29844
H 3.06623 7.90702 6.00465
H 2.70638 6.75096 3.88711
H 1.27767 7.72468 4.26778
H -0.60763 6.36070 3.52525
H -0.59626 6.56468 5.30381
H -0.82716 4.95790 4.59021
C -6.08201 6.26859 -2.50926
O -5.41510 5.22679 -1.80963
C -4.00018 5.26976 -1.99308
C -3.30136 5.86201 -0.77327
O -3.60578 7.24970 -0.62513
C -4.57175 7.48332 0.39061
H -7.11848 6.29961 -2.16863
H -5.62383 7.24283 -2.31852
H -6.07190 6.05983 -3.58407
H -3.73999 5.82337 -2.90173
H -3.66558 4.23542 -2.12177
H -2.22046 5.78845 -0.91917
H -3.55703 5.30543 0.13515
H -4.11860 7.33082 1.37563
H -5.44376 6.83461 0.27900
H -4.89973 8.52286 0.31594

---

Record 3
73
Properties=species:S:1:pos:R:3 method="wB97M-V/def2-TZVPD" relative_energy_kj_mol=0.00 e_tot_ev=-100707.52081 orbital_gap_ev=8.30
C -0.71476 0.96387 3.93616
C -1.25386 -0.41656 4.18030
C -2.29886 -0.89500 3.15790
O -1.94214 -2.24627 2.89511
C -0.68814 -2.48450 3.36222
O -0.06911 -3.47013 3.14354
O -0.21571 -1.40138 4.03289
H -0.05075 1.24419 4.75125
H -1.57057 1.64548 3.98807
H -0.25561 1.02885 2.95251
H -1.68673 -0.48803 5.18080
H -2.32627 -0.30931 2.23728
H -3.29875 -0.85864 3.59184
C -0.76156 4.10241 2.02934
S 0.50102 4.54850 0.84455
O 0.67380 3.38628 -0.06051
C -0.43816 5.78449 -0.03388
H -1.02314 4.99256 2.60011
H -0.23949 3.43003 2.71510
H -1.59247 3.54043 1.60718
H -1.35500 5.36717 -0.44773
H 0.20077 6.17196 -0.82509
H -0.64203 6.59090 0.67218
C -0.71920 0.18739 -0.19737
S -0.40548 -0.71313 -1.72142
O 0.92445 -0.23886 -2.21108
C -0.13082 -2.34227 -1.04113
H -0.57198 -0.41639 0.69839
H -1.76869 0.48906 -0.20585
H -0.09124 1.07948 -0.18013
H 0.43277 -2.26336 -0.10729
H 0.44132 -2.93065 -1.75417
H -1.07550 -2.81899 -0.78591
C -4.85216 -3.00028 1.33052
S -4.38085 -2.42310 -0.29775
O -3.16159 -1.59465 -0.07375
C -3.82786 -3.96172 -1.02042
H -5.05928 -2.05053 1.82927
H -3.97375 -3.44882 1.79438
H -5.74467 -3.61408 1.40945
H -3.08646 -4.44087 -0.38199
H -3.42836 -3.70709 -1.99942
H -4.69106 -4.61745 -1.14364
C 3.15068 1.31328 -0.54545
S 4.75837 1.91827 -0.08153
O 4.71527 2.14962 1.39006
C 5.58279 0.36536 -0.28924
H 2.73038 0.72587 0.27069
H 3.20776 0.65584 -1.41935
H 2.48983 2.12792 -0.83048
H 5.46560 0.00864 -1.31390
H 5.08948 -0.32133 0.40030
H 6.63590 0.45412 -0.03897
C -0.45796 3.32086 -3.00772
S -2.22918 3.43361 -2.78790
O -2.72864 4.62913 -3.51397
C -2.62101 1.98267 -3.77519
H -0.19071 3.34423 -4.06348
H -0.16678 2.33965 -2.62046
H 0.01590 4.08462 -2.40494
H -2.38660 2.18364 -4.81803
H -3.69239 1.82062 -3.66755
H -2.07368 1.16219 -3.31670
C 4.13547 -4.61790 -2.17821
S 4.83255 -3.10975 -1.50181
O 4.77483 -2.10878 -2.59363
C 3.48001 -2.72673 -0.35162
H 3.33449 -4.31600 -2.85297
H 3.79249 -5.26672 -1.37563
H 4.92063 -5.11433 -2.74508
H 2.99520 -1.82568 -0.73543
H 3.92435 -2.50016 0.61482
H 2.73288 -3.51371 -0.29842

---

Record 4
12
Properties=species:S:1:pos:R:3 method="wB97M-V/def2-TZVPD" total_charge=+1 relative_energy_kj_mol=142.69 e_tot_ev=-5733.40525 orbital_gap_ev=10.37
O -0.29106 -2.11586 -1.91724
H 0.16247 -2.18153 -2.76880
H -0.26961 -3.07262 -1.75335
H 0.36438 1.45212 2.38308
C -0.06260 1.95088 1.51929
C -0.19588 0.92854 0.43892
N 0.43058 -0.26133 0.37292
H -0.94318 2.48762 1.64783
H 0.67341 2.82033 1.20657
H -0.89890 1.04361 -0.37041
H 1.00729 -0.46377 1.28538
H 0.76936 -0.60606 -0.65214

---

Record 5
78
Properties=species:S:1:pos:R:3 method="wB97M-V/def2-TZVPD" total_charge=+2 multiplicity=7 e_tot_ev=-134451.51844 orbital_gap_ev="7.37 / 2.40"
Mn 1.14258 -0.84929 2.92196
O -0.39566 -1.06454 1.67533
H -0.74600 -1.07955 0.76343
O -4.83486 2.72490 2.06018
S -3.93847 1.62708 2.39159
O -2.94863 1.82083 3.49848
O -4.81061 0.25046 2.74948
C -5.62246 -0.35537 1.75545
C -6.16068 -1.73494 2.15694
C -3.00833 1.15900 0.85944
H -5.10234 -0.50901 0.80995
H -6.46713 0.32295 1.63495
H -6.99538 -1.60574 2.84591
H -5.40347 -2.39043 2.58712
H -6.60663 -2.29709 1.33645
H -3.60485 1.57079 0.04539
H -2.88554 0.07911 0.77667
H -2.00364 1.58165 0.86730
O 0.38264 3.28991 1.34808
S 1.38962 2.55423 2.11614
O 1.47995 1.09599 2.14729
O 2.85374 3.19325 1.69952
C 2.94296 3.92745 0.53121
C 4.46543 4.17194 0.52144
C 1.38153 3.23945 3.85151
H 2.45610 4.89933 0.61201
H 2.39508 3.42307 -0.26474
H 4.93235 3.23703 0.83135
H 4.83762 4.99329 1.13377
H 4.84466 4.29945 -0.49248
H 1.26758 4.31637 3.72745
H 2.35236 3.11608 4.33148
H 0.64292 2.93760 4.59410
O -3.28185 -4.74295 -0.34649
S -2.91807 -3.31807 -0.21646
O -3.63923 -2.28001 -0.94530
O -3.09475 -2.91007 1.32383
C -2.97315 -3.99011 2.31753
C -2.47127 -3.54260 3.65452
C -1.14831 -3.04122 -0.48447
H -2.39925 -4.82238 1.91002
H -3.94882 -4.39821 2.58139
H -1.44096 -3.18730 3.67295
H -2.44821 -4.43785 4.27590
H -3.02303 -2.75091 4.16137
H -0.81370 -3.39390 -1.46005
H -0.52490 -3.42375 0.32369
H -1.01208 -1.95979 -0.47644
O 2.37731 -1.61647 1.17680
S 3.65927 -1.82712 0.43727
O 4.46994 -3.01681 0.53101
O 3.34163 -1.59969 -1.14717
C 4.35189 -2.10345 -2.08705
C 4.22872 -1.23862 -3.37597
C 4.86919 -0.40373 0.77311
H 4.24139 -3.18589 -2.15199
H 5.34456 -2.11636 -1.63702
H 4.30796 -0.16523 -3.20374
H 3.17405 -1.20142 -3.64870
H 4.86931 -1.46929 -4.22716
H 4.85567 -0.40671 1.86302
H 4.36170 0.41131 0.25709
H 5.81353 -0.66021 0.29299
O 0.69330 -0.43842 -3.65902
S 0.75197 0.94963 -3.13525
O 1.99660 1.63698 -2.86864
O -0.20149 1.90197 -4.21280
C 0.33880 2.25711 -5.43691
C -0.15773 1.26171 -6.47356
C -0.20974 1.10677 -1.56396
H 1.40409 2.46485 -5.53745
H -0.14476 3.23339 -5.47093
H -0.36534 0.30511 -5.99405
H 0.67614 1.02068 -7.13284
H -0.96485 1.65225 -7.09335
H -0.09506 2.15074 -1.27229
H 0.13317 0.43216 -0.77948
H -1.21608 0.91859 -1.93811

---

Record 6
67
Properties=species:S:1:pos:R:3 method="wB97M-V/def2-TZVPD" e_tot_ev=-75346.47129 orbital_gap_ev=8.27 smiles="CCOC(=O)C(F)(F)F.CCOC(=O)C(F)(F)F.CCOC(=O)C(F)(F)F.CCOC[PH3]CCCI"
C 3.30552 -3.95873 -1.81685
C 3.69569 -2.70240 -1.07491
O 2.52944 -2.04857 -0.50584
C 2.09615 -2.53661 0.64012
O 2.53619 -3.45301 1.26528
C 0.86948 -1.72489 1.12090
F 0.01240 -1.48515 0.12975
F 1.28140 -0.53752 1.60266
F 0.22812 -2.36420 2.08969
H 2.57711 -3.73241 -2.59482
H 4.19052 -4.38697 -2.28836
H 2.88686 -4.70015 -1.13849
H 4.11685 -1.95196 -1.73899
H 4.39775 -2.90765 -0.26758
C -4.47859 -3.03347 -4.84797
C -3.25067 -2.20530 -5.14676
O -2.11483 -2.65692 -4.36746
C -1.44621 -3.68740 -4.84708
O -1.66989 -4.31180 -5.83964
C -0.22724 -3.98001 -3.93735
F -0.55068 -3.95739 -2.64305
F 0.71522 -3.04720 -4.14346
F 0.29568 -5.16644 -4.21778
H -4.70059 -3.01635 -3.78112
H -5.33300 -2.62058 -5.38465
H -4.34080 -4.06587 -5.16603
H -3.37774 -1.16882 -4.84391
H -2.98310 -2.24335 -6.20183
C -1.90318 0.38621 3.69043
C -1.33810 1.53405 4.49391
O -2.39539 2.40556 4.96701
C -3.01401 2.02106 6.06864
O -2.80083 1.04682 6.72421
C -4.08728 3.06771 6.45704
F -4.81556 3.44193 5.40222
F -3.49160 4.15834 6.95706
F -4.90516 2.57772 7.37858
H -2.50486 0.76074 2.86091
H -1.08426 -0.20818 3.28457
H -2.51974 -0.26248 4.31123
H -0.71574 2.18067 3.88141
H -0.76251 1.18493 5.34998
C 4.67875 1.11585 0.57463
C 4.28447 1.83895 -0.70935
O 3.93622 3.18762 -0.42553
C 2.74479 3.65752 -1.02312
P 1.23980 3.27926 0.06008
C -0.31297 2.84007 1.10892
C -1.63961 2.78528 0.35048
C -1.87379 1.47685 -0.39792
I -1.00355 1.37330 -2.35357
H 3.84861 0.53785 0.98658
H 4.97954 1.85199 1.32218
H 5.52288 0.44306 0.41084
H 3.44837 1.33567 -1.20930
H 5.12388 1.85262 -1.41671
H 2.58766 3.22904 -2.02594
H 2.84168 4.74565 -1.13068
H 1.69816 4.18512 1.04886
H 1.66979 1.91582 0.12063
H 0.40114 3.85214 -0.95213
H -0.12744 1.85504 1.56040
H -0.39027 3.55985 1.93238
H -2.47316 2.88524 1.05778
H -1.72874 3.63678 -0.33489
H -2.92882 1.28508 -0.57728
H -1.45019 0.63040 0.14094

---

Record 7
76
Properties=species:S:1:pos:R:3 method="wB97M-V/def2-TZVPD" total_charge=+2 e_tot_ev=-81839.94469 orbital_gap_ev="3.02 / 3.11"
Sn -0.66545 -2.69546 1.92404
C -0.50960 3.15904 4.75302
C -1.29861 3.03774 3.66600
C -0.80313 2.93605 2.26102
C 0.46614 2.05792 2.09869
C 1.62415 2.89544 1.59945
C 2.26362 3.71309 2.44348
C 1.49373 4.44291 3.56366
C 0.92168 3.68622 4.82523
C 1.15725 -2.52740 3.28943
H -0.91931 2.88096 5.74350
H -2.39267 2.90336 3.72961
H -0.65289 3.94601 1.83191
H -1.57159 2.47173 1.63801
H 0.72770 1.57358 3.06542
H 0.20685 1.24249 1.40348
H 1.95786 2.71608 0.54297
H 3.35719 3.97193 2.28417
H 0.68987 5.06608 3.10518
H 2.23544 5.15578 3.95293
H 1.63359 2.88447 5.12878
H 0.95108 4.45228 5.63613
H 1.00835 -3.12519 4.20434
H 1.54522 -1.52746 3.55334
H 1.85342 -3.06398 2.62058
P 1.30401 -1.47330 -1.38472
P -2.24147 -1.14472 -1.53781
N 2.59771 -0.22402 -1.67734
N 2.22171 -2.64280 -2.45617
N -2.26672 0.60771 -1.96635
N -3.82979 -1.44105 -2.39195
C 0.27769 -0.81123 -2.77999
C -1.05597 -1.57573 -2.93714
C 3.65819 -0.09965 -0.77429
C 4.62933 0.73790 -1.31990
C 4.17903 1.12531 -2.62301
C 2.93691 0.51153 -2.81737
C 2.46010 -3.95485 -2.05761
C 2.88877 -4.69111 -3.14393
C 2.95633 -3.80442 -4.26315
C 2.58468 -2.54323 -3.80340
C -1.85944 1.51841 -0.98038
C -1.58316 2.72519 -1.56509
C -1.83452 2.61011 -2.96146
C -2.22322 1.29394 -3.19185
C -4.59195 -0.77054 -3.35457
C -5.71708 -1.52922 -3.68028
C -5.65936 -2.71688 -2.88253
C -4.50508 -2.64060 -2.11794
H 0.77774 -0.86119 -3.76027
H 0.10394 0.25457 -2.55944
H -1.49547 -1.33263 -3.92656
H -0.91129 -2.67464 -2.87689
H 3.61761 -0.59950 0.18534
H 5.56222 1.02639 -0.85813
H 4.67781 1.76183 -3.34372
H 2.27046 0.54906 -3.67053
H 2.26568 -4.24371 -1.03538
H 3.13991 -5.74255 -3.15629
H 3.24308 -4.03466 -5.27735
H 2.50684 -1.61378 -4.33916
H -1.80397 1.16894 0.05370
H -1.25394 3.63476 -1.04624
H -1.76987 3.38462 -3.71956
H -2.45668 0.79297 -4.12365
H -4.31057 0.19787 -3.72331
H -6.48124 -1.26733 -4.39874
H -6.38457 -3.52057 -2.87967
H -4.10262 -3.32349 -1.38858
F -1.20543 -4.57837 2.18930
Te -1.08179 -1.83332 5.38011
F -2.05064 -3.38820 6.26395
F 0.41399 -2.37514 6.58424
F -2.07274 -0.71756 6.54400
F -0.04890 -0.14849 5.14854
O -1.75615 -1.83631 3.53813

---

Record 8
10
Properties=species:S:1:pos:R:3 method="wB97M-V/def2-TZVPD" relative_energy_kj_mol=279.97 e_tot_ev=-19232.87314 orbital_gap_ev="9.04 / 9.04"
C 0.85970 0.69652 -0.11919
C -1.07507 -0.17357 -0.85319
C 1.20612 -0.17600 1.01244
N -2.08806 0.25798 -0.30694
O 1.39202 1.60588 -0.70453
Cl -1.07183 -1.26167 -2.23735
H 1.17598 -1.15799 0.54386
H 0.44118 0.02461 1.78362
H 2.11625 0.24086 1.38216
H -2.95629 -0.05663 -0.50089